Record 1
{
  "formula": "C3H3N3O2",
  "method": "the ωB97M-V functional and the def2-TZVPD basis",
  "species": ["O", "C", "O", "N", "N", "C", "C", "N", "H", "H", "H"],
  "positions_angstrom": [[-1.980, 0.905, -1.745], [-0.835, 0.591, -1.471], [-0.130, 0.205, -2.586], [-0.226, 0.397, -0.195], [0.981, -0.138, -0.075], [1.115, -0.502, 1.215], [-0.196, -0.350, 1.743], [-0.974, 0.278, 0.802], [0.780, 0.272, -2.227], [1.948, -1.003, 1.731], [-0.484, -0.655, 2.807]],
  "orbital_gap_ha": 0.406,
  "homo_ev": -10.964,
  "smiles": "O=C(O)n1nccn1"
}


Record 2
{
  "formula": "C26H46AlO2P2",
  "method": "the ωB97M-V functional and the def2-TZVPD basis",
  "species": ["Al", "C", "C", "C", "C", "C", "C", "H", "H", "H", "C", "H", "H", "H", "C", "H", "H", "H", "C", "H", "H", "H", "C", "H", "H", "H", "C", "C", "C", "C", "C", "C", "C", "C", "H", "H", "H", "H", "H", "H", "H", "H", "H", "H", "H", "H", "P", "P", "C", "C", "H", "H", "H", "H", "C", "H", "H", "H", "C", "H", "H", "H", "C", "H", "H", "H", "C", "H", "H", "H", "C", "O", "C", "O", "H", "H", "H"],
  "positions_angstrom": [[-0.006, -0.152, 1.186], [-0.816, -1.822, 2.705], [0.566, -1.826, 2.162], [0.558, -0.807, 4.253], [-0.769, -1.229, 3.984], [1.392, -1.172, 3.193], [-1.921, -2.689, 2.220], [-1.731, -3.084, 1.214], [-2.874, -2.140, 2.195], [-2.055, -3.552, 2.897], [-1.881, -1.186, 4.959], [-2.830, -1.460, 4.484], [-1.983, -0.180, 5.388], [-1.709, -1.881, 5.797], [1.007, -0.237, 5.546], [1.217, -1.033, 6.280], [0.233, 0.413, 5.976], [1.924, 0.351, 5.423], [2.869, -1.160, 3.218], [3.232, -1.825, 4.019], [3.273, -0.155, 3.417], [3.283, -1.512, 2.266], [1.088, -2.908, 1.266], [1.328, -3.809, 1.855], [2.004, -2.585, 0.756], [0.349, -3.200, 0.512], [-1.874, 0.701, -4.054], [-1.907, -0.632, -4.229], [-1.075, -1.385, -5.222], [0.367, -0.858, -5.446], [1.080, -0.303, -4.249], [1.161, 1.009, -3.972], [0.282, 2.075, -4.569], [-1.165, 1.657, -4.958], [-1.582, -1.394, -6.205], [0.336, -0.098, -6.240], [-1.023, -2.441, -4.912], [-1.142, 1.248, -5.977], [-2.505, 1.162, -3.289], [-2.685, -1.233, -3.743], [-1.768, 2.583, -4.998], [0.227, 2.926, -3.869], [1.982, 1.391, -3.353], [0.764, 2.475, -5.481], [0.961, -1.704, -5.837], [1.688, -1.030, -3.705], [-1.335, 0.003, -0.617], [1.714, 1.101, 0.225], [-0.538, 1.410, -1.489], [0.709, 2.132, -0.908], [-1.331, 2.146, -1.698], [-0.280, 0.938, -2.442], [1.363, 2.468, -1.730], [0.367, 3.028, -0.365], [2.704, 2.183, 1.274], [3.240, 1.573, 2.016], [2.061, 2.902, 1.800], [3.434, 2.719, 0.647], [2.920, 0.143, -0.742], [3.419, 0.804, -1.465], [2.442, -0.692, -1.273], [3.670, -0.262, -0.044], [-3.105, 0.275, -0.614], [-3.603, -0.638, -0.256], [-3.455, 0.527, -1.626], [-3.305, 1.097, 0.090], [-0.921, -1.589, -1.403], [0.079, -1.938, -1.115], [-0.951, -1.503, -2.495], [-1.667, -2.329, -1.080], [-0.597, 2.992, 3.767], [-0.013, 1.929, 3.009], [-0.822, 1.494, 2.010], [-1.908, 2.010, 1.796], [-0.821, 3.824, 3.095], [0.163, 3.279, 4.494], [-1.507, 2.660, 4.278]],
  "orbital_gap_ha": 0.287,
  "homo_ev": -9.994,
  "total_charge": 1
}


Record 3
{
  "formula": "C41H35ClOPSiTm",
  "method": "the ωB97M-V functional and the def2-TZVPD basis",
  "species": ["C", "C", "C", "H", "C", "C", "H", "H", "H", "H", "Tm", "Cl", "P", "C", "C", "H", "C", "H", "C", "H", "C", "H", "C", "H", "C", "C", "H", "C", "H", "C", "H", "C", "H", "C", "H", "C", "C", "H", "C", "H", "C", "H", "C", "H", "C", "H", "O", "Si", "C", "C", "C", "C", "C", "C", "C", "C", "C", "C", "C", "C", "C", "C", "C", "C", "C", "C", "H", "H", "H", "H", "H", "H", "H", "H", "H", "H", "H", "H", "H", "H", "H"],
  "positions_angstrom": [[-0.622, -2.545, 1.110], [-0.493, -2.852, -0.267], [0.886, -3.065, -0.547], [-1.324, -3.007, -0.965], [1.620, -2.868, 0.664], [0.685, -2.540, 1.699], [0.912, -2.383, 2.754], [-1.561, -2.403, 1.651], [1.303, -3.405, -1.499], [2.696, -2.974, 0.792], [0.707, -0.663, 0.269], [2.829, 0.417, -0.427], [0.334, -0.510, -3.248], [1.581, -1.611, -3.896], [1.290, -2.394, -5.021], [0.285, -2.381, -5.446], [2.301, -3.167, -5.583], [2.075, -3.758, -6.468], [3.580, -3.182, -5.023], [4.365, -3.783, -5.480], [3.853, -2.431, -3.876], [4.845, -2.456, -3.426], [2.863, -1.648, -3.306], [3.065, -1.054, -2.411], [-1.305, -1.000, -3.757], [-1.707, -2.348, -3.624], [-1.004, -3.095, -3.248], [-2.997, -2.706, -3.992], [-3.308, -3.744, -3.889], [-3.884, -1.744, -4.485], [-4.889, -2.035, -4.784], [-3.489, -0.406, -4.586], [-4.177, 0.348, -4.962], [-2.212, -0.019, -4.196], [-1.896, 1.026, -4.242], [0.689, 1.173, -3.723], [1.256, 1.364, -4.992], [1.517, 0.493, -5.599], [1.458, 2.661, -5.453], [1.872, 2.802, -6.451], [1.139, 3.753, -4.643], [1.299, 4.764, -5.019], [0.625, 3.557, -3.356], [0.392, 4.414, -2.726], [0.404, 2.272, -2.877], [0.026, 2.102, -1.866], [-0.379, 0.557, 1.465], [-0.418, 1.061, 3.002], [-0.996, -0.367, 4.061], [-2.257, -0.929, 3.845], [-2.695, -2.005, 4.624], [-1.866, -2.529, 5.622], [-0.596, -1.986, 5.829], [-0.156, -0.916, 5.041], [1.263, 1.530, 3.651], [1.376, 2.249, 4.852], [2.637, 2.479, 5.422], [3.787, 1.979, 4.803], [3.678, 1.269, 3.603], [2.424, 1.072, 3.024], [-1.643, 2.435, 3.017], [-2.925, 2.196, 2.499], [-3.931, 3.155, 2.631], [-3.634, 4.400, 3.204], [-2.329, 4.683, 3.622], [-1.330, 3.711, 3.507], [-2.906, -0.527, 3.066], [-3.680, -2.428, 4.445], [-2.213, -3.365, 6.240], [0.064, -2.386, 6.598], [0.841, -0.500, 5.192], [0.480, 2.625, 5.351], [2.705, 3.044, 6.349], [4.770, 2.143, 5.255], [4.562, 0.872, 3.112], [2.380, 0.568, 2.051], [-3.145, 1.257, 1.990], [-4.936, 2.935, 2.287], [-4.425, 5.153, 3.318], [-2.084, 5.657, 4.041], [-0.304, 3.941, 3.800]],
  "orbital_gap_ha": [0.306, 0.307],
  "s_squared": 2.0022,
  "homo_ev": [-7.896, -7.894],
  "multiplicity": 3
}


Record 4
{
  "formula": "C5H16NO",
  "method": "the ωB97M-V functional and the def2-TZVPD basis",
  "species": ["C", "C", "C", "C", "C", "N", "H", "H", "H", "H", "H", "H", "H", "H", "H", "H", "H", "H", "H", "H", "H", "H", "O"],
  "positions_angstrom": [[0.087, -0.595, -0.006], [1.056, 0.104, 0.899], [1.900, -0.867, 1.694], [1.798, 1.257, 0.138], [2.635, 0.741, -1.017], [-5.451, -1.556, -0.012], [-0.750, -0.974, 0.580], [0.605, -1.297, -0.668], [0.378, 0.635, 1.571], [2.464, -0.378, 2.490], [1.256, -1.566, 2.238], [2.593, -1.509, 1.149], [1.027, 1.883, -0.305], [2.315, 1.844, 0.891], [2.131, 0.365, -1.909], [3.263, 1.543, -1.410], [3.342, -0.026, -0.692], [-5.383, -2.176, 0.783], [-5.594, -2.081, -0.862], [-6.212, -0.915, 0.150], [-0.431, 0.436, -0.921], [-1.486, 1.065, -2.036], [-0.779, 1.199, -1.389]],
  "orbital_gap_ha": 0.144,
  "homo_ev": -12.414,
  "total_charge": 1
}


Record 5
{
  "formula": "BrLi2",
  "method": "the ωB97M-V functional and the def2-TZVPD basis",
  "species": ["Li", "Li", "Br"],
  "positions_angstrom": [[1.370, -0.078, -1.586], [-1.104, -0.668, 1.658], [-0.266, 0.745, -0.072]],
  "orbital_gap_ha": 0.358,
  "homo_ev": -14.159,
  "total_charge": 1
}


Energy / eV: -11723.0862, -56972.1810, -104356.3831, -8970.7122, -70448.9252